# 1
21
Properties=species:S:1:pos:R:3 method="wB97M-V/def2-TZVPD" de_lowest_kcal_mol=0.0 orbital_gap_ha=0.33315 homo_energy_ev=-17.902 multiplicity=1 total_charge=+2
O 2.3474 0.1436 -1.0901
C 2.4720 -0.3163 0.1872
C 1.5069 -1.4930 0.3538
O 0.2596 -1.0253 -0.1268
C -1.0340 -1.5338 0.1107
C -1.8983 -0.2996 0.2652
O -1.7234 0.6268 -0.8066
C -1.3994 1.9706 -0.5163
Lu 0.5472 0.6148 -1.5732
H 3.4934 -0.6632 0.4270
H 1.4381 -1.7967 1.4091
H 1.7723 -2.3282 -0.3157
H -1.0709 -2.1170 1.0421
H -1.3491 -2.2066 -0.6996
H -1.4994 0.2172 1.1543
H -2.9551 -0.5788 0.3550
H -1.9102 2.6863 -1.1712
H -1.7439 2.1752 0.5060
O 0.1898 2.1586 -0.1998
H 0.4487 3.0844 -0.2661
H 2.1083 0.6810 0.9549

***

# 2
112
Properties=species:S:1:pos:R:3 method="wB97M-V/def2-TZVPD" orbital_gap_ha=0.34826 homo_energy_ev=-9.132 multiplicity=1 smiles="CC(=O)OC[C@@H](F)O[C@@](O)(CO[C@@H](CC(=O)Br)C[C@H](C)Cl)S(=O)(=O)C(F)(F)F.c1ccncc1.c1ccncc1.c1ccncc1.c1ccncc1.c1ccncc1.c1ccncc1"
C -3.9705 -4.2563 1.8677
C -4.9954 -4.7333 0.8970
O -5.0596 -5.8526 0.4592
O -5.8817 -3.7597 0.5566
C -6.4149 -3.8105 -0.7597
C -5.4166 -3.2833 -1.7854
F -4.6479 -2.3047 -1.1775
O -4.5571 -4.3048 -2.2244
C -4.4416 -4.5076 -3.6028
O -5.6536 -4.6542 -4.2538
C -3.5014 -3.4995 -4.3029
O -3.0381 -2.6151 -3.3277
C -2.2709 -1.5118 -3.7980
C -3.1424 -0.2491 -3.7982
C -3.9970 -0.1141 -5.0140
O -3.6598 0.2636 -6.0807
Br -5.8857 -0.6739 -4.7748
C -1.1243 -1.2815 -2.8144
C -0.4762 -2.5800 -2.3243
C -1.0485 -3.0862 -1.0146
Cl 1.2729 -2.2559 -2.0546
S -3.5666 -6.1348 -3.7355
O -2.3047 -6.0218 -3.0659
O -3.6328 -6.5442 -5.1056
C -4.6152 -7.3464 -2.7460
F -5.8001 -6.8271 -2.4680
F -4.7814 -8.4243 -3.4976
F -3.9844 -7.6707 -1.6417
H -4.3376 -3.4336 2.4736
H -3.6685 -5.0903 2.4947
H -3.0986 -3.9223 1.3044
H -6.7448 -4.8113 -1.0269
H -7.2835 -3.1550 -0.7539
H -5.9163 -2.7956 -2.6201
H -5.8597 -3.8460 -4.7410
H -2.6679 -4.0259 -4.7815
H -4.0517 -3.0043 -5.1097
H -1.8848 -1.7193 -4.7989
H -3.7774 -0.3076 -2.9163
H -2.5142 0.6363 -3.7069
H -0.3707 -0.6590 -3.2869
H -1.5353 -0.7488 -1.9550
H -0.5569 -3.3679 -3.0690
H -0.8791 -2.3766 -0.2077
H -0.5957 -4.0439 -0.7642
H -2.1206 -3.2504 -1.1213
C 4.6090 -3.4468 2.0940
C 3.9335 -2.2908 2.4433
C 2.6183 -2.1411 2.0298
N 1.9647 -3.0455 1.3010
C 2.6340 -4.1477 0.9670
C 3.9444 -4.4000 1.3385
H 5.6353 -3.6026 2.4016
H 4.4094 -1.5145 3.0266
H 2.0637 -1.2483 2.2903
H 2.0879 -4.8622 0.3600
H 4.4306 -5.3172 1.0360
C -2.6693 -1.7896 3.9192
C -1.5715 -2.3278 3.2685
C -0.7015 -1.4690 2.6112
N -0.8688 -0.1459 2.5711
C -1.9288 0.3560 3.2009
C -2.8543 -0.4165 3.8861
H -3.3692 -2.4278 4.4441
H -1.3860 -3.3936 3.2651
H 0.1621 -1.8562 2.0872
H -2.0398 1.4343 3.1531
H -3.6963 0.0483 4.3806
C 4.9274 3.2630 0.9388
C 5.6092 2.0559 0.8615
C 4.8760 0.8790 0.8377
N 3.5474 0.8386 0.8895
C 2.9041 2.0014 0.9629
C 3.5424 3.2331 0.9853
H 5.4641 4.2037 0.9626
H 6.6900 2.0248 0.8146
H 5.3740 -0.0840 0.7722
H 1.8216 1.9364 1.0085
H 2.9683 4.1436 1.0502
C -1.0828 5.1830 -2.4337
C -0.7166 4.1962 -1.5328
C -0.8409 2.8708 -1.9192
N -1.2988 2.4949 -3.1120
C -1.6468 3.4534 -3.9686
C -1.5570 4.8061 -3.6800
H -0.9997 6.2293 -2.1695
H -0.3411 4.4437 -0.5495
H -0.5584 2.0691 -1.2452
H -2.0148 3.1169 -4.9325
H -1.8522 5.5422 -4.4145
C 1.5693 8.1682 3.6520
C 1.9762 7.2482 4.6040
C 2.0911 5.9174 4.2298
N 1.8317 5.4719 3.0036
C 1.4420 6.3683 2.1004
C 1.2955 7.7203 2.3698
H 1.4681 9.2158 3.9041
H 2.2007 7.5518 5.6170
H 2.4079 5.1675 4.9461
H 1.2385 5.9811 1.1064
H 0.9773 8.4022 1.5933
C 9.5518 5.5245 3.5696
C 9.0408 6.6119 2.8807
C 7.8336 6.4619 2.2159
N 7.1356 5.3285 2.1978
C 7.6388 4.2915 2.8650
C 8.8358 4.3389 3.5636
H 10.4909 5.5998 4.1023
H 9.5638 7.5578 2.8573
H 7.3996 7.2913 1.6683
H 7.0520 3.3809 2.8365
H 9.1952 3.4648 4.0889

***

# 3
7
Properties=species:S:1:pos:R:3 method="wB97M-V/def2-TZVPD" de_lowest_kcal_mol=207.2 orbital_gap_ha="0.31328 / 0.29110" homo_energy_ev="-12.684 / -12.942" multiplicity=2 total_charge=+1
O -1.2458 1.1369 -0.3073
H -1.7719 1.6942 0.3253
O 0.1870 -0.7729 0.2413
O 1.1836 -0.0064 -0.3166
C -0.8640 -0.0709 0.4817
C -2.1747 -0.3945 0.2489
Rb 4.6859 -1.5864 -0.6732

***

# 4
10
Properties=species:S:1:pos:R:3 method="wB97M-V/def2-TZVPD" de_lowest_kcal_mol=42.9 orbital_gap_ha=0.42074 homo_energy_ev=-10.778 multiplicity=1 smiles=F[C@H]1O[C@@]1(F)Br.O
F -1.0606 0.3889 0.6735
C -0.6595 -0.8801 0.7311
O -0.4585 -1.5209 -0.4932
C 0.6732 -1.2293 0.2873
F 1.2502 -2.3499 0.8647
Br 1.9883 -0.1455 -0.4298
H -1.3041 -1.5588 1.4486
O 0.0914 2.2613 -1.0157
H 0.1832 3.1141 -1.4524
H -0.7034 1.9201 -0.6142

***

# 5
80
Properties=species:S:1:pos:R:3 method="wB97M-V/def2-TZVPD" de_lowest_kcal_mol=8.3 orbital_gap_ha="0.19359 / 0.16744" homo_energy_ev="-11.099 / -11.099" multiplicity=1 total_charge=+2
P -0.6021 3.1507 -3.8741
P 2.3885 0.7220 -2.8663
C 1.0957 2.8190 -4.3795
C 1.5347 1.3340 -4.3645
H 1.7964 3.4590 -3.8176
H 1.1153 3.1867 -5.4259
H 0.6850 0.6534 -4.6015
H 2.2913 1.1987 -5.1660
C 4.0971 1.2441 -3.0853
H 4.7087 0.7803 -2.3012
H 4.1845 2.3390 -3.0365
H 4.4310 0.8896 -4.0765
C 2.1815 -1.0541 -2.9283
H 2.9930 -1.4401 -3.5602
H 1.1995 -1.3043 -3.3773
H 2.2553 -1.4858 -1.9154
C -0.8472 4.9263 -3.8405
H -1.7821 5.1383 -3.3101
H -0.9144 5.2485 -4.8875
H -0.0201 5.4616 -3.3553
C -1.7119 2.3893 -5.0679
H -1.3049 1.4312 -5.4057
H -1.8341 3.0791 -5.9064
H -2.6791 2.2283 -4.5820
Pb -1.8089 -1.7012 0.4336
C 1.8508 1.5605 -1.3045
C 2.0808 2.9977 -1.0969
C 1.1286 4.0858 -1.0335
C -0.2770 3.9487 -0.3203
C -1.2528 3.1427 -0.9998
C -1.1367 2.5124 -2.3149
C -0.6238 1.0416 -2.0178
C 0.4562 0.9665 -0.9444
C -3.7481 -1.5332 1.4916
H 2.5812 1.1005 -0.6043
H 3.1166 3.2725 -0.7883
H 0.9457 4.5099 -2.0400
H 1.6516 4.9006 -0.4910
H -0.1131 3.5891 0.7145
H -0.6915 4.9693 -0.2126
H -2.1765 2.8810 -0.4599
H -2.2052 2.3514 -2.5501
H -0.3411 0.4869 -2.9291
H -1.5238 0.5098 -1.6401
H 0.1058 1.4979 -0.0602
H 0.5869 -0.0843 -0.6211
H -3.9635 -2.5160 1.9371
H -4.4775 -1.3195 0.6920
H -3.7485 -0.7417 2.2474
C -2.4584 -5.6798 4.8724
C -1.3869 -4.9957 4.0761
C -0.1754 -5.6415 3.8034
C 0.8395 -5.0151 3.0693
C 2.1205 -5.7419 2.7851
C 0.6494 -3.7093 2.6299
C -0.5486 -3.0269 2.9227
C -1.5740 -3.6948 3.6180
N -0.7629 -1.7343 2.4164
C -0.5721 -0.5455 3.2590
C -1.4487 -0.6308 4.5070
C 0.9027 -0.4736 3.6712
C -0.9530 0.6911 2.4605
H -2.9076 -6.5103 4.3124
H -2.0607 -6.0976 5.8063
H -3.2539 -4.9721 5.1274
H -0.0211 -6.6599 4.1710
H 2.5612 -6.1516 3.7028
H 1.9584 -6.5892 2.1067
H 2.8474 -5.0694 2.3192
H 1.4089 -3.1928 2.0313
H -2.5301 -3.1778 3.7696
H -2.5105 -0.7126 4.2358
H -1.1753 -1.4956 5.1264
H -1.3086 0.2825 5.1027
H 1.5478 -0.4506 2.7805
H 1.0727 0.4432 4.2538
H 1.1852 -1.3385 4.2892
H -0.2864 0.8415 1.6075
H -0.8483 1.5708 3.1056
H -1.9894 0.6545 2.1051

***

# 6
261
Properties=species:S:1:pos:R:3 method="wB97M-V/def2-TZVPD" de_lowest_kcal_mol=43.6 orbital_gap_ha=0.33772 homo_energy_ev=-9.029 multiplicity=1
C 7.2402 1.8470 -1.8844
C 6.6039 0.3973 -1.7104
C 5.7031 0.3693 -0.5034
O 4.3754 0.9013 -0.8249
C 3.6364 1.4020 0.2737
N 6.0030 -0.0488 -2.9618
H 7.9272 2.1437 -1.0919
H 6.4842 2.6247 -1.9923
H 7.7978 1.8542 -2.8209
H 7.4249 -0.2919 -1.5130
H 6.1670 0.9265 0.3106
H 5.5194 -0.6165 -0.0762
H 4.2308 2.0494 0.9184
H 3.2989 0.5886 0.9160
H 2.7909 1.8820 -0.2191
H 5.8184 -1.0232 -2.7709
H 5.0767 0.3436 -3.0509
C -0.2864 -8.3168 2.9794
C -0.6497 -7.4474 1.8136
C 0.0795 -7.9444 0.5600
O 1.4535 -7.6600 0.4868
C 1.8296 -6.2910 0.4067
N -2.1386 -7.5530 1.5818
H -0.7698 -9.2893 2.8863
H -0.6138 -7.7881 3.8746
H 0.7915 -8.4437 3.0795
H -0.3235 -6.4395 2.0700
H -0.4318 -7.5770 -0.3298
H 0.0323 -9.0317 0.6218
H 1.6710 -5.9159 1.4178
H 1.2595 -5.7794 -0.3688
H 2.8551 -6.0139 0.1624
H -2.4848 -6.9326 0.8639
H -2.3477 -8.4982 1.2940
C 0.1205 3.8101 3.8230
C -0.8776 4.7916 3.0711
C -1.6028 4.3031 1.7899
O -0.8350 3.8387 0.6837
C 0.1812 4.7399 0.2376
N -1.8379 5.1527 4.1289
H 0.9044 3.4007 3.1858
H -0.4078 2.8891 4.0692
H 0.5035 4.1568 4.7828
H -0.3395 5.6954 2.7853
H -2.2149 5.1296 1.4289
H -2.3086 3.5196 2.0656
H -0.2899 5.6625 -0.1016
H 0.6189 4.2740 -0.6452
H 0.9430 4.8146 1.0137
H -1.2550 5.4966 4.8786
H -2.2516 4.2928 4.4596
C 6.0400 -1.4400 3.4912
C 6.3912 0.0333 3.7052
C 5.1413 1.0237 3.7663
O 5.6301 2.3588 3.8873
C 4.6052 3.3280 4.0631
N 7.2247 0.2693 4.8658
H 5.4449 -2.0016 4.2112
H 6.9402 -2.0001 3.2381
H 5.4203 -1.5314 2.5992
H 6.9537 0.3976 2.8455
H 4.5195 0.7788 4.6275
H 4.5607 0.9523 2.8466
H 4.3672 3.4901 5.1144
H 3.6628 3.0958 3.5669
H 4.9700 4.2683 3.6497
H 6.8258 -0.0802 5.7254
H 7.1175 1.2402 5.1226
C -6.0387 -2.9404 -6.0449
C -4.9943 -2.1326 -5.3160
C -5.0424 -2.2448 -3.8138
O -4.0950 -1.3079 -3.2336
C -4.1942 -1.2696 -1.8448
N -3.6322 -2.5373 -5.7856
H -5.9222 -2.9674 -7.1283
H -7.0153 -2.4828 -5.8867
H -6.0288 -3.9459 -5.6241
H -5.2352 -1.1158 -5.6261
H -4.8073 -3.2422 -3.4423
H -6.0426 -2.0785 -3.4139
H -4.0442 -2.1765 -1.2590
H -5.1889 -0.8953 -1.6030
H -3.4263 -0.6019 -1.4541
H -3.4764 -3.5320 -5.8654
H -3.0443 -2.1148 -5.0813
C 4.5273 -5.0638 -2.1825
C 4.4546 -3.5277 -2.2000
C 3.8598 -2.9206 -0.9048
O 2.6570 -3.5781 -0.4906
C 2.2723 -3.0693 0.7357
N 5.7727 -3.0750 -2.5821
H 4.9265 -5.4101 -3.1358
H 3.5691 -5.5623 -2.0358
H 5.1234 -5.4688 -1.3647
H 3.7640 -3.3425 -3.0227
H 3.7701 -1.8349 -0.9393
H 4.6190 -3.0901 -0.1413
H 1.2900 -3.4028 1.0705
H 2.1024 -1.9938 0.6866
H 2.8467 -3.4158 1.5948
H 6.0606 -3.7902 -3.2346
H 6.2914 -3.3766 -1.7696
C -3.7079 3.1952 -1.0708
C -3.6799 4.6405 -1.5138
C -2.6079 4.7733 -2.5911
O -2.6119 6.0942 -3.1264
C -1.4864 6.3420 -3.9517
N -4.9811 4.9827 -2.0265
H -4.0268 2.4971 -1.8449
H -4.4332 3.1122 -0.2614
H -2.7218 2.8820 -0.7281
H -3.5070 5.2870 -0.6534
H -2.8901 4.2262 -3.4906
H -1.6170 4.5447 -2.1986
H -1.4503 7.3819 -4.2763
H -1.5612 5.7166 -4.8413
H -0.5866 6.0404 -3.4156
H -5.1073 4.3707 -2.8200
H -4.7394 5.8673 -2.4497
C -5.2624 4.6281 3.7680
C -5.8356 3.4105 4.4882
C -4.9592 2.9344 5.6372
O -3.5864 2.8830 5.2227
C -3.2030 1.7059 4.4251
N -7.1663 3.7560 4.9696
H -5.9498 5.0121 3.0143
H -4.3344 4.3468 3.2701
H -5.0834 5.3795 4.5371
H -5.7889 2.5537 3.8160
H -5.3268 1.9961 6.0525
H -4.9881 3.7063 6.4062
H -2.1144 1.6785 4.3777
H -3.5975 1.8323 3.4169
H -3.4864 0.7360 4.8340
H -7.9298 3.9822 4.3483
H -7.2532 4.5696 5.5616
C -5.8477 -5.2008 0.2373
C -4.6356 -5.4650 1.1764
C -3.3653 -4.7783 0.7202
O -2.7593 -5.3619 -0.4179
C -1.6519 -4.6095 -0.9233
N -4.9806 -5.0236 2.4703
H -5.6194 -5.3498 -0.8180
H -6.3080 -4.2240 0.3858
H -6.5490 -6.0153 0.4183
H -4.4805 -6.5398 1.0817
H -2.6126 -4.7368 1.5074
H -3.7110 -3.7673 0.5047
H -2.0062 -3.6215 -1.2174
H -1.1737 -5.1355 -1.7495
H -0.8409 -4.5084 -0.2021
H -5.9258 -5.3686 2.5571
H -4.4740 -5.4998 3.2029
C 0.9980 3.6106 -4.2881
C 1.6450 3.0724 -5.6060
C 3.1384 2.8375 -5.4775
O 3.7225 4.1060 -5.3121
C 5.0708 4.0645 -4.8623
N 1.0310 1.7815 -6.0445
H 1.5249 4.4959 -3.9322
H 0.9729 2.9099 -3.4536
H -0.0411 3.9395 -4.3022
H 1.6265 3.8703 -6.3483
H 3.5870 2.3629 -6.3502
H 3.3537 2.1969 -4.6223
H 5.2065 3.6165 -3.8779
H 5.4324 5.0927 -4.8546
H 5.7307 3.5046 -5.5250
H 1.4536 1.4003 -6.8790
H 1.0632 1.0669 -5.3315
C -3.1129 -2.6299 5.2657
C -2.2406 -2.2987 4.0890
C -1.1306 -3.4045 3.8321
O -0.1393 -3.3049 4.8377
C 0.8529 -4.2691 4.6987
N -3.1863 -2.1869 2.9509
H -4.0640 -2.0999 5.2147
H -2.6157 -2.4589 6.2205
H -3.3956 -3.6809 5.3252
H -1.8140 -1.3028 4.2091
H -0.6990 -3.1771 2.8573
H -1.5164 -4.4224 3.7777
H 0.3733 -5.2412 4.5840
H 1.4882 -4.2243 5.5833
H 1.4300 -4.1624 3.7802
H -3.5146 -3.1392 2.8773
H -3.9835 -1.5795 3.0756
C 6.6372 5.8289 1.1148
C 6.9836 5.7725 -0.3593
C 5.8492 6.3670 -1.2362
O 4.5039 6.1089 -0.8180
C 4.1058 4.7747 -1.0508
N 8.2715 6.4074 -0.5552
H 7.0807 5.0673 1.7561
H 5.5806 5.7133 1.3567
H 6.8900 6.8273 1.4718
H 7.1221 4.7416 -0.6850
H 6.0043 6.2112 -2.3038
H 5.9276 7.4479 -1.1190
H 3.0494 4.6697 -0.8036
H 4.5312 4.0697 -0.3366
H 4.1307 4.4396 -2.0877
H 8.5236 6.3853 -1.5330
H 9.0362 5.9878 -0.0460
C 1.3573 -0.4815 -2.8362
C 0.8253 -1.4645 -3.8256
C -0.1730 -2.4879 -3.2243
O -0.7322 -3.3323 -4.2839
C 0.1432 -4.3450 -4.7350
N 0.1811 -0.8343 -4.9911
H 2.2184 0.0220 -3.2755
H 1.6601 -1.0297 -1.9441
H 0.6647 0.2672 -2.4516
H 1.7258 -1.9613 -4.1868
H -0.9338 -1.8439 -2.7834
H 0.2870 -3.0383 -2.4036
H 0.0533 -5.2141 -4.0832
H 1.1548 -3.9706 -4.8918
H -0.1813 -4.7749 -5.6826
H -0.3893 -1.5898 -5.3432
H -0.6382 -0.3400 -4.6680
C -6.2982 0.1989 2.0834
C -7.1389 -0.8827 1.3933
O -7.9914 -0.3561 0.3673
O -5.5047 -0.1791 3.1529
H -6.9533 0.9429 2.5366
H -5.5890 0.7045 1.4281
H -7.7751 -1.2884 2.1800
H -6.5502 -1.7125 1.0024
H -8.6301 0.2201 0.7936
H -6.0228 -0.4801 3.9030
C 1.7843 -0.3271 5.2903
C 0.9345 0.1641 4.1127
O 1.6990 0.5502 2.9958
O 0.9971 -1.0663 6.1827
H 2.2148 0.5403 5.7905
H 2.5697 -1.0005 4.9470
H 0.4044 1.0326 4.5033
H 0.1530 -0.5721 3.9248
H 1.0425 0.7662 2.3295
H 0.6917 -1.9163 5.8574
C -1.1724 0.5077 0.7507
C -0.7886 -0.9216 0.5395
O -2.0000 -1.6142 0.4133
O -0.0077 1.3154 0.9633
H -1.9119 0.5714 1.5490
H -1.7425 0.6538 -0.1668
H -0.2122 -1.2585 1.4011
H -0.3259 -1.1502 -0.4206
H -2.4118 -1.7654 1.2672
H -0.2553 2.2429 0.9597
C -2.3338 2.1948 -5.6180
C -3.0564 1.1355 -4.8482
O -2.2567 0.5093 -3.9511
O -1.7628 1.6450 -6.7414
H -1.4961 2.6695 -5.1072
H -3.0802 2.9565 -5.8433
H -3.4861 0.3618 -5.4846
H -3.8809 1.5258 -4.2516
H -2.7817 -0.2684 -3.7481
H -0.8194 1.6736 -6.5661

***

no.,maximum force (hartree/bohr)
1,0.0780
2,0.0160
3,0.0918
4,0.0557
5,0.0514
6,0.0578